Entry 1:
The following is a DFT calculation (ωB97M-V/def2-TZVPD) of an isolated ion of composition C3H9NOP and charge +1.

Output
2S+1 ... 1
Orbital gap ... 10.89 eV
Total charge ... +1
Relative energy (zero: lowest compared OMol25 entry of this formula, charge and spin) ... 54.0 kcal per mole
SMILES ... C[NH2+][C@@]1(P)CO1
Highest occupied orbital energy ... -14.38 eV

Geometry (Å):
C  0.978  0.478  1.451
N  0.798  -0.431  0.190
C  -0.335  -0.144  -0.742
P  -1.885  -1.264  -0.679
C  -0.530  1.291  -1.128
O  0.033  0.304  -2.005
H  1.102  1.506  1.183
H  0.147  0.352  2.186
H  1.898  0.249  2.063
H  0.714  -1.402  0.633
H  1.568  -0.355  -0.313
H  -1.478  -1.836  0.575
H  -1.477  -2.524  -1.327
H  -1.581  1.675  -1.389
H  0.050  2.101  -0.698

Entry 2:
The following is a DFT calculation (ωB97M-V/def2-TZVPD) of C3H9NOS in the gas phase.

Output
2S+1 ... 1
Orbital gap ... 9.92 eV
Relative energy (zero: lowest compared OMol25 entry of this formula, charge and spin) ... 45.6 kcal per mole
SMILES ... OCNCCS
Highest occupied orbital energy ... -9.12 eV

Geometry (Å):
O  -2.324  0.459  0.945
C  -0.982  0.385  1.519
N  0.165  0.830  0.733
C  0.106  0.123  -0.622
C  1.411  -0.490  -1.120
S  1.457  -1.589  -2.475
H  -2.780  1.233  1.299
H  -0.775  -0.745  1.699
H  -0.868  0.901  2.515
H  0.048  1.887  0.794
H  -0.225  0.917  -1.417
H  -0.662  -0.672  -0.585
H  2.062  -0.932  -0.195
H  2.173  0.355  -1.364
H  1.193  -2.662  -1.725